Density functional theory data (the ωB97M-V functional and the def2-TZVPD basis) for a gas-phase ion, C6H15N2 (charge +1).

For the HOMO-LUMO gap, the calculation gives 8.1 eV. As for the spin multiplicity: 1. Its net charge is +1. As for the total energy: -9435.6313 eV. The SMILES is CCN/C=C/CC[NH3+].

Last column: Löwdin charge in e.
Atoms and positions in Å:
1 C 1.626 1.248 2.626  -0.08
2 C 0.035 1.592 2.494  -0.18
3 N -0.742 0.830 1.432  -0.04
4 C 0.088 0.189 0.575  -0.26
5 C -0.210 -0.906 -0.077  -0.19
6 C 0.496 -1.575 -1.269  -0.19
7 C -0.055 -1.178 -2.714  -0.18
8 N -1.210 -0.202 -2.721  0.13
9 H 2.312 2.106 2.296  0.09
10 H 1.667 1.068 3.747  0.08
11 H 1.930 0.380 1.984  0.05
12 H -0.305 1.336 3.490  0.09
13 H -0.143 2.619 2.049  0.12
14 H -1.692 0.399 1.605  0.16
15 H 1.131 0.498 0.470  0.12
16 H -1.151 -1.451 0.221  0.12
17 H 0.397 -2.844 -1.117  0.17
18 H 1.640 -1.499 -1.116  0.13
19 H -0.307 -2.234 -3.145  0.15
20 H 0.789 -0.887 -3.349  0.12
21 H -2.121 -0.758 -2.493  0.21
22 H -1.126 0.237 -3.651  0.17
23 H -1.237 0.417 -1.782  0.20

Forces on the atoms, in the same order (eV/Å):
C -0.91 0.76 0.12
C 0.71 0.64 -1.90
N 0.59 -0.66 1.01
C 0.50 0.43 -0.01
C -2.32 -3.35 -2.37
C 1.04 -2.72 1.89
C 1.34 -3.45 0.82
N -0.95 -1.28 2.64
H -1.21 -1.08 0.71
H 0.93 0.00 -1.62
H -0.20 0.56 1.42
H -0.85 0.67 -0.20
H 0.51 -0.63 1.91
H 1.88 0.71 0.07
H -0.71 0.80 -0.22
H 0.74 0.69 -0.32
H -0.05 3.71 -0.57
H -1.73 0.47 -0.88
H -0.48 2.34 0.37
H -0.53 0.83 0.15
H 1.73 1.14 -1.46
H -1.05 0.38 0.80
H 1.03 -0.95 -2.36

***

Density functional theory data (the ωB97M-V functional and the def2-TZVPD basis) for a gas-phase ion, C6H15N2O (charge +1).

For the HOMO-LUMO gap, the calculation gives 9.6 eV. As for the spin multiplicity: 1. Its net charge is +1. As for the total energy: -11484.2268 eV.

Last column: Löwdin charge in e.
Atoms and positions in Å:
1 C 0.571 0.421 0.980  -0.09
2 C 0.849 1.920 1.211  -0.19
3 C -1.028 3.140 0.192  -0.19
4 C -1.394 -1.542 -0.769  -0.01
5 C 1.049 -2.144 -0.798  -0.05
6 C -0.012 -1.119 -1.091  -0.42
7 N 0.340 0.145 -0.463  0.05
8 N -0.411 2.583 1.255  -0.07
9 O -2.122 3.720 0.579  0.05
10 H 1.448 -0.128 1.191  0.12
11 H -0.332 0.187 1.439  0.12
12 H 1.418 2.276 2.192  0.18
13 H 1.531 2.367 0.407  0.14
14 H 1.194 0.599 -0.962  0.23
15 H -1.831 -2.240 -1.471  0.11
16 H -1.356 -2.072 0.128  0.08
17 H -2.041 -0.748 -0.726  0.07
18 H 0.972 -2.626 0.191  0.09
19 H 2.135 -1.787 -0.893  0.11
20 H 0.969 -3.042 -1.555  0.14
21 H -0.045 -0.890 -2.085  0.13
22 H -0.742 2.814 2.233  0.18
23 H -0.391 0.744 -0.769  0.12
24 H -2.715 3.889 -0.142  0.10

Forces on the atoms, in the same order (eV/Å):
C 1.58 0.88 -0.76
C 1.89 1.37 0.31
C 1.23 -1.71 -0.38
C 0.60 -1.62 -0.25
C 1.71 -2.42 -1.29
C 1.02 -1.98 1.38
N 2.36 3.31 -1.26
N -1.42 2.08 1.13
O -0.59 0.14 1.45
H 0.55 -1.06 0.97
H -1.15 -0.92 1.45
H -1.07 -1.74 -1.85
H -1.06 -0.69 0.74
H -1.56 -1.26 0.77
H 0.35 -0.09 -0.49
H -0.43 -0.70 1.87
H -1.69 2.04 0.30
H -0.19 0.42 -0.23
H -1.61 -0.19 -0.01
H 0.06 1.81 1.38
H 0.52 0.71 -2.88
H 0.15 -0.30 -1.42
H -1.11 1.47 -0.14
H -0.13 0.45 -0.78

***

Density functional theory data (the ωB97M-V functional and the def2-TZVPD basis) for a gas-phase ion, C6H15N2S (charge +1).

For the HOMO-LUMO gap (spin up / spin down), the calculation gives 6.6 / 7.5 eV. The expectation value of S² is 2.014. As for the spin multiplicity: 3. Its net charge is +1. As for the total energy: -20267.1794 eV.

Last column: Löwdin charge in e.
Atoms and positions in Å:
1 C -0.066 0.615 1.741  -0.14
2 C 0.323 -1.794 -1.855  -0.04
3 C 2.021 -1.100 -0.106  -0.04
4 C -0.244 2.412 0.196  0.01
5 C 0.501 -1.196 -0.504  -0.41
6 C -0.019 0.189 -0.560  -0.12
7 N -2.689 0.230 0.188  -0.24
8 N 0.100 1.026 0.459  -0.27
9 S -2.150 0.112 1.643  1.00
10 H 0.442 -0.367 1.972  0.12
11 H 0.314 1.398 2.396  0.13
12 H -0.169 -2.742 -1.758  0.09
13 H 1.324 -2.053 -2.237  0.10
14 H -0.144 -1.203 -2.501  0.03
15 H 2.215 -2.139 0.229  0.09
16 H 2.717 -0.809 -1.045  0.14
17 H 2.127 -0.370 0.771  0.08
18 H -0.615 2.520 -0.811  0.11
19 H 0.634 2.974 0.248  0.09
20 H -0.940 2.743 0.925  0.09
21 H 0.084 -1.665 0.348  0.11
22 H -0.267 0.610 -1.592  0.17
23 H -2.888 -0.616 -0.183  -0.03
24 H -2.609 1.223 2.037  -0.07

Forces on the atoms, in the same order (eV/Å):
C 4.18 -0.64 -1.09
C 2.71 -3.88 2.20
C 0.76 0.33 -0.65
C -0.04 -0.37 -0.54
C 1.44 2.78 -0.10
C 0.59 -0.95 -3.22
N -1.39 3.67 -0.47
N -0.48 1.18 1.11
S -0.63 -2.90 2.38
H -1.30 0.93 -0.13
H -1.17 0.04 0.70
H -0.55 -0.52 -0.30
H -0.45 0.17 -0.18
H -2.05 2.38 -2.74
H 0.68 0.72 -0.16
H -1.65 -0.57 2.40
H 0.37 -1.13 -1.38
H -0.39 -0.03 -0.09
H 1.36 1.14 0.25
H -0.75 0.51 0.45
H -0.91 -1.24 0.62
H 0.34 -0.34 1.81
H -0.23 -3.66 -1.97
H -0.45 2.39 1.08

***

Density functional theory data (the ωB97M-V functional and the def2-TZVPD basis) for 2 unconnected molecules or ions with the total composition C6H15N3.

For the HOMO-LUMO gap, the calculation gives 8.3 eV. As for the spin multiplicity: 1. As for the total energy: -10933.1978 eV. The SMILES is CN/N=C/N.C=C(C)C.

Last column: Löwdin charge in e.
Atoms and positions in Å:
1 C 1.175 -0.841 2.127  -0.13
2 N 0.367 -0.769 0.931  -0.19
3 N -0.900 -1.240 1.121  -0.01
4 C -1.489 -1.837 0.165  -0.32
5 N -2.868 -1.935 0.134  0.05
6 H 0.640 -0.334 2.933  0.07
7 H 1.382 -1.870 2.458  0.07
8 H 2.123 -0.335 1.942  0.07
9 H 0.888 -0.897 -0.072  0.13
10 H -0.989 -2.097 -0.775  0.12
11 H -3.232 -2.761 -0.314  0.07
12 H -3.296 -1.741 1.029  0.08
13 C 1.341 0.215 -1.587  -0.03
14 C 0.622 1.217 -1.023  -0.43
15 C -0.811 1.446 -1.371  -0.06
16 C 1.217 2.157 -0.025  -0.07
17 H 0.969 -0.290 -2.468  0.06
18 H 2.420 0.214 -1.508  0.06
19 H -0.985 1.324 -2.441  0.08
20 H -1.187 2.427 -1.080  0.08
21 H -1.465 0.734 -0.867  0.07
22 H 2.248 1.896 0.207  0.07
23 H 1.196 3.179 -0.414  0.08
24 H 0.634 2.138 0.896  0.08

Forces on the atoms, in the same order (eV/Å):
C 0.01 -0.27 -0.18
N 1.50 -0.22 -1.90
N -0.27 -0.30 -0.25
C 0.46 0.71 -0.30
N -0.36 -0.28 0.12
H 0.06 0.03 0.00
H 0.03 0.10 -0.02
H 0.00 0.03 0.03
H -1.76 -0.10 3.16
H 0.07 -0.05 0.12
H -0.02 -0.04 0.08
H -0.01 -0.04 -0.05
C -0.18 1.97 -0.93
C 0.81 -0.62 -0.63
C -0.51 -0.09 -0.19
C 0.05 -0.10 0.06
H -0.30 -0.35 0.13
H 0.12 -0.25 0.47
H 0.03 -0.02 0.01
H 0.26 0.09 0.01
H 0.03 -0.19 0.17
H 0.05 0.00 0.02
H -0.03 -0.03 0.01
H -0.03 0.04 0.07

***

Density functional theory data (the ωB97M-V functional and the def2-TZVPD basis) for a gas-phase ion, C6H15N3 (charge +2).

For the HOMO-LUMO gap, the calculation gives 10.9 eV. As for the spin multiplicity: 1. Its net charge is +2. As for the total energy: -10915.6394 eV.

Last column: Löwdin charge in e.
Atoms and positions in Å:
1 C 0.869 0.830 0.189  -0.09
2 C 0.731 -1.430 -0.595  -0.06
3 C -1.097 0.129 -0.137  -0.07
4 C -1.991 0.590 0.957  -0.03
5 C 2.861 2.147 0.741  0.04
6 C -1.635 -1.920 -1.386  0.08
7 N 1.463 -0.334 -0.055  0.08
8 N 1.393 1.877 0.630  0.08
9 N -0.744 -1.276 -0.292  -0.08
10 H 0.623 -1.665 -1.716  0.18
11 H 1.059 -2.316 -0.040  0.17
12 H -1.482 0.557 -1.130  0.18
13 H -2.691 -0.188 1.077  0.08
14 H -2.607 1.514 0.864  0.13
15 H -1.506 0.560 1.922  0.10
16 H 3.368 1.778 -0.083  0.08
17 H 3.202 1.614 1.553  0.08
18 H 3.138 3.162 0.819  0.11
19 H -1.324 -1.632 -2.304  0.07
20 H -1.660 -3.055 -1.475  0.16
21 H -2.607 -1.493 -1.337  0.11
22 H 2.478 -0.569 0.143  0.21
23 H 0.908 2.826 0.809  0.23
24 H -0.908 -1.732 0.556  0.16

Forces on the atoms, in the same order (eV/Å):
C -4.13 -3.54 -1.42
C -0.94 -1.77 -1.28
C 1.74 4.26 -1.63
C 0.15 -0.02 0.88
C -1.17 -0.65 -0.24
C -0.43 -2.00 1.85
N 1.89 -0.04 -0.13
N 0.65 5.22 0.73
N -0.37 0.44 -1.44
H 1.56 0.90 1.42
H -0.03 -0.14 -0.58
H 1.25 -0.67 1.22
H -1.46 -1.12 0.06
H 1.01 -0.54 -0.52
H 0.34 0.35 0.35
H 0.77 -0.81 -1.97
H 0.87 -0.95 2.12
H -0.47 1.23 0.26
H 1.68 1.34 -2.79
H 0.22 1.40 1.12
H -1.00 -0.01 0.73
H -1.56 0.74 -0.25
H 0.02 -2.57 -0.47
H -0.58 -1.07 1.97